1:
44
Properties=species:S:1:pos:R:3 method="wB97M-V/def2-TZVPD" total_charge=+2 multiplicity=1 gap_ev=8.56 lumo_energy_ha=-0.2201
Zn -0.3313 -0.9922 0.1898
O 1.5081 -2.9554 3.3464
H 0.9648 -3.2402 4.0848
H 1.0449 -2.3560 2.7567
H 2.2395 -2.4938 3.7632
O 0.6349 -1.2600 1.7888
H 1.3600 -0.6296 1.9656
C 2.4038 1.6980 0.6129
C 0.8787 1.9312 0.1893
C 0.5738 3.2863 -0.5802
O 1.7862 3.5109 -1.3551
C 1.7931 4.6347 -2.1726
N 0.5810 0.7040 -0.6008
H 2.5593 0.7090 1.0439
H 2.5865 2.5303 1.2927
H 2.9794 1.8583 -0.2988
H 0.1462 1.9232 0.9965
H 0.4340 4.0703 0.1640
H -0.2800 3.2200 -1.2546
H 2.6208 4.8167 -2.8580
H 1.9129 5.3812 -1.3874
H 0.8346 4.8030 -2.6635
H 1.4571 0.6675 -1.1021
H 0.0646 0.9981 -1.4175
C -2.9298 0.5107 0.6027
C -3.0684 -0.2574 -0.7645
O -1.7529 -0.6157 -1.2287
O -1.9854 0.0524 1.4644
H -3.9463 0.4742 0.9945
H -2.5429 1.5161 0.4367
H -3.5256 0.3579 -1.5394
H -3.7610 -1.0988 -0.7454
H -1.8387 -0.6859 -2.1822
H -2.2789 0.2190 2.3631
C 0.0624 -3.3635 -1.3810
C -0.5631 -3.7008 0.0106
O -1.4471 -2.8224 0.5248
O 0.6776 -2.0747 -1.2534
H -0.7729 -3.2776 -2.0760
H 0.6451 -4.2198 -1.7204
H 0.1181 -3.9194 0.8330
H -1.1165 -4.6374 -0.0581
H -2.0945 -3.1835 1.1348
H 1.3684 -2.0890 -1.9199

=====

2:
44
Properties=species:S:1:pos:R:3 method="wB97M-V/def2-TZVPD" total_charge=+2 multiplicity=1 gap_ev=8.35 lumo_energy_ha=-0.2158
Zn -0.0437 -0.1491 -2.8459
O -2.3499 -0.4937 0.4206
H -1.4817 -0.6181 -0.1979
H -2.2002 -0.4067 1.4331
H -3.0492 -1.1255 0.2037
O -0.3624 -0.6715 -1.0207
H 0.2098 -0.9693 -0.3058
C 0.8041 -0.2729 2.2697
C -0.2108 -0.7471 3.3115
C 0.1249 -0.1321 4.6660
O -0.7286 -0.7467 5.6172
C -0.2360 -0.7762 6.9283
N -1.6195 -0.4110 2.9666
H 0.4499 0.4887 1.5726
H 1.1203 -1.1492 1.6882
H 1.7454 0.1023 2.6732
H -0.1185 -1.8220 3.4545
H -0.0351 0.9527 4.6863
H 1.1403 -0.4143 4.9650
H -0.8588 -1.3754 7.5898
H -0.2189 0.2185 7.3913
H 0.7753 -1.1966 6.9777
H -2.0249 0.0849 3.7585
H -2.1341 -1.2918 3.0173
C -1.2167 1.5332 -5.0013
C -1.3384 2.2995 -3.7287
O -1.5634 1.3631 -2.6301
O -0.2347 0.4542 -4.8349
H -0.8247 2.1661 -5.7956
H -2.1713 1.0912 -5.2836
H -2.1244 3.0533 -3.7291
H -0.4418 2.8619 -3.4502
H -2.0927 1.7957 -1.9531
H -0.2620 -0.0824 -5.6355
C 2.6028 -0.8860 -3.4465
C 2.6451 0.0362 -2.2520
O 1.5702 1.0378 -2.3136
O 1.3174 -1.6064 -3.5422
H 3.4211 -1.6008 -3.3560
H 2.7269 -0.3734 -4.4025
H 3.5591 0.6209 -2.3193
H 2.4774 -0.5352 -1.3412
H 1.8232 1.8598 -1.8852
H 1.4292 -2.1665 -4.3201

=====

Quick one: least stable of them? 1

=====

1:
204
Properties=species:S:1:pos:R:3 method="wB97M-V/def2-TZVPD" total_charge=0 multiplicity=1 gap_ev=9.58 lumo_energy_ha=0.0202
C 7.6241 2.3092 7.8144
C 7.5433 3.0178 9.1969
C 6.2831 2.8393 10.0119
O 6.4494 3.3394 11.3525
C 6.4148 4.7675 11.3414
N 8.6775 2.4657 9.9939
H 7.7033 1.2293 7.9394
H 8.5181 2.5772 7.2514
H 6.7411 2.6639 7.2827
H 7.7606 4.0619 8.9720
H 6.0920 1.7690 10.0898
H 5.4607 3.3433 9.5043
H 5.5571 5.1258 10.7723
H 7.1485 5.2537 10.6985
H 6.2975 5.1730 12.3463
H 8.3801 2.6377 10.9436
H 9.5128 2.9718 9.7364
C 5.8793 -1.2005 -13.9560
C 6.1821 -2.4066 -12.9785
C 5.1408 -2.6075 -11.8651
O 5.4551 -3.7136 -11.0208
C 4.5582 -3.8688 -9.9464
N 6.3038 -3.6007 -13.8804
H 5.6809 -0.2832 -13.4016
H 4.9473 -1.4075 -14.4820
H 6.6221 -1.1505 -14.7520
H 7.1228 -2.1995 -12.4682
H 4.1455 -2.6629 -12.3060
H 5.2233 -1.7026 -11.2630
H 4.4827 -3.1481 -9.1322
H 4.5593 -4.8747 -9.5266
H 3.6648 -3.8635 -10.5709
H 6.4242 -4.3690 -13.2360
H 5.4100 -3.6794 -14.3441
C -7.2756 5.7219 -7.2461
C -7.6232 7.2380 -7.0251
C -6.4497 7.9222 -6.2627
O -6.0631 7.3429 -4.9703
C -7.0252 7.8232 -3.9795
N -7.9757 7.8336 -8.2927
H -6.5286 5.5151 -8.0124
H -8.1476 5.0803 -7.3728
H -6.7311 5.3215 -6.3909
H -8.4859 7.1684 -6.3625
H -6.6344 8.9958 -6.2247
H -5.5732 7.8022 -6.8994
H -6.8275 7.2086 -3.1013
H -8.0905 7.7342 -4.1926
H -6.7972 8.8715 -3.7868
H -8.7631 7.5048 -8.8332
H -7.2165 7.8873 -8.9566
C 10.3802 -2.7687 -1.1967
C 11.3401 -2.3753 -0.1018
C 10.8099 -1.4623 0.9733
O 9.8357 -0.5427 0.5569
C 10.3482 0.7213 0.1028
N 11.6327 -3.7157 0.4190
H 10.7640 -3.5126 -1.8949
H 10.1260 -1.9142 -1.8238
H 9.4068 -3.1631 -0.9049
H 12.2939 -1.9405 -0.4006
H 11.5668 -0.8337 1.4423
H 10.4157 -2.0330 1.8141
H 11.0594 0.5199 -0.6983
H 10.8584 1.2118 0.9318
H 9.5452 1.3893 -0.2087
H 12.1027 -3.6521 1.3107
H 12.1445 -4.2887 -0.2366
C -10.3603 0.5927 -3.7906
C -11.6944 0.0558 -3.2855
C -12.8318 0.1502 -4.3196
O -14.1645 -0.1123 -3.8127
C -15.2054 -0.4845 -4.7836
N -11.4989 -1.3100 -2.7633
H -9.8004 0.0627 -4.5611
H -9.7094 0.5988 -2.9164
H -10.4748 1.6289 -4.1088
H -11.9338 0.6585 -2.4094
H -12.5942 -0.5180 -5.1474
H -12.9769 1.1518 -4.7244
H -14.6677 -1.1381 -5.4704
H -15.5387 0.3768 -5.3626
H -15.9366 -1.0993 -4.2587
H -11.6129 -1.8993 -3.5756
H -10.5845 -1.5496 -2.4076
C -9.1872 7.1753 5.3108
C -8.2347 6.0914 5.8080
C -8.6533 5.5281 7.1316
O -8.5916 6.4931 8.2010
C -9.1798 6.2651 9.4312
N -8.1484 5.0780 4.8054
H -9.3095 7.8510 6.1573
H -10.1677 6.8063 5.0098
H -8.8130 7.7346 4.4534
H -7.2771 6.6067 5.8825
H -8.0534 4.6233 7.2299
H -9.6700 5.1518 7.0181
H -8.8364 5.3893 9.9818
H -10.2664 6.2154 9.3612
H -8.8243 7.0863 10.0535
H -7.9596 5.2782 3.8337
H -9.0648 4.6625 4.7173
C 3.1344 -0.2201 -1.4521
C 2.5587 0.7324 -0.3821
C 1.0011 0.8185 -0.3965
O 0.5275 1.3759 -1.6001
C -0.8934 1.6698 -1.6225
N 2.9509 0.1411 0.9450
H 4.1824 -0.4824 -1.3077
H 2.8964 0.2337 -2.4142
H 2.5777 -1.1470 -1.3141
H 3.0679 1.6811 -0.5520
H 0.6416 1.3598 0.4786
H 0.5230 -0.1272 -0.1411
H -1.1877 2.1963 -0.7146
H -1.5011 0.7834 -1.8042
H -1.1936 2.2291 -2.5086
H 3.9564 0.1038 0.8572
H 2.6221 -0.7949 0.7554
C -5.4083 -1.8635 3.5640
C -5.3098 -3.0849 4.4204
C -5.8133 -4.4203 3.7822
O -7.0574 -4.3028 3.1294
C -7.5264 -5.4592 2.5271
N -3.8455 -3.0952 4.7123
H -4.8497 -1.9708 2.6342
H -4.9692 -0.9680 4.0036
H -6.4387 -1.5963 3.3292
H -5.7600 -2.9905 5.4086
H -5.8805 -5.2452 4.4916
H -5.0561 -4.6505 3.0327
H -6.9753 -5.7601 1.6361
H -8.5771 -5.4481 2.2370
H -7.5166 -6.2647 3.2613
H -3.5175 -2.2644 5.1838
H -3.5923 -3.7615 5.4278
C -1.4109 2.3175 9.1632
C -1.1945 3.8750 9.1134
C -1.0600 4.4381 7.7320
O -0.0970 5.4969 7.6975
C 0.2331 5.9925 6.4075
N -2.3186 4.4776 9.8558
H -0.4831 1.8100 8.8992
H -2.2111 1.8537 8.5863
H -1.5842 2.1318 10.2232
H -0.3289 4.0507 9.7521
H -2.0494 4.6108 7.3086
H -0.8603 3.6732 6.9815
H -0.6271 6.4956 5.9660
H 0.5503 5.3312 5.6011
H 0.9692 6.7963 6.4214
H -3.0996 4.1656 9.2965
H -2.1520 5.4666 9.7369
C 9.2703 -11.3137 4.1424
C 8.0619 -11.1766 5.0855
C 6.6795 -10.8853 4.4061
O 6.3545 -9.4937 4.4503
C 7.0994 -8.5579 3.7279
N 7.9221 -12.4504 5.6862
H 9.3899 -10.3828 3.5881
H 9.0627 -12.0607 3.3763
H 10.1057 -11.5235 4.8104
H 8.2131 -10.3669 5.7994
H 5.7984 -11.3794 4.8154
H 6.7552 -11.2650 3.3872
H 6.7468 -7.5423 3.9079
H 6.9920 -8.7743 2.6650
H 8.1376 -8.5852 4.0587
H 8.8378 -12.7196 6.0166
H 7.5852 -12.2695 6.6210
C 5.5795 3.7704 -6.3521
C 4.4520 4.8079 -6.5937
C 3.3441 4.3576 -7.6041
O 2.4740 3.4436 -6.9866
C 1.4522 3.0599 -7.9090
N 3.9764 5.0620 -5.3265
H 6.3347 4.1087 -5.6426
H 6.0341 3.5258 -7.3121
H 5.1726 2.8210 -6.0041
H 4.8537 5.7224 -7.0301
H 3.7022 3.9347 -8.5428
H 2.7610 5.1894 -7.9993
H 1.9067 2.7301 -8.8432
H 0.6380 3.7582 -8.1028
H 1.0737 2.1673 -7.4110
H 3.4794 4.2215 -5.0684
H 3.2356 5.6500 -5.6809
C -1.8029 -4.8161 -2.9742
C -0.9756 -5.9770 -3.3733
C -1.0109 -7.1588 -2.3505
O -0.3889 -6.8397 -1.1170
C -0.2392 -8.0520 -0.2752
N -1.4587 -6.3111 -4.6863
H -2.8579 -5.0875 -2.9359
H -1.6725 -3.9679 -3.6463
H -1.6001 -4.5147 -1.9466
H 0.0292 -5.5577 -3.3219
H -0.5088 -8.0234 -2.7846
H -2.0482 -7.3878 -2.1062
H -1.1088 -8.6992 -0.1609
H 0.0739 -7.7806 0.7329
H 0.5831 -8.6062 -0.7277
H -2.2675 -6.9061 -4.5770
H -0.8391 -6.9077 -5.2156

=====

2:
204
Properties=species:S:1:pos:R:3 method="wB97M-V/def2-TZVPD" total_charge=0 multiplicity=1 gap_ev=7.54 lumo_energy_ha=0.0199
C 2.7862 0.7972 -2.7838
C 2.7251 1.8597 -1.7106
C 1.5964 2.9817 -1.8682
O 1.8653 3.7310 -3.0377
C 2.3358 5.0324 -2.8393
N 2.6214 1.2491 -0.3614
H 1.8115 0.5806 -3.2211
H 3.2969 -0.0579 -2.3411
H 3.5940 1.1646 -3.4167
H 3.6203 2.4759 -1.6271
H 1.4685 3.5991 -0.9791
H 0.5975 2.5632 -1.9917
H 3.2782 5.0446 -2.2918
H 1.6026 5.6512 -2.3219
H 2.4765 5.4615 -3.8313
H 2.5765 2.0527 0.2488
H 1.7255 0.7853 -0.3123
C 0.6534 -1.5247 -3.7891
C 1.3584 -1.0290 -5.0569
C 1.5540 -2.1607 -6.1009
O 2.4661 -3.0813 -5.5618
C 3.0293 -3.9902 -6.5641
N 0.5136 -0.0141 -5.6169
H 0.6362 -0.6356 -3.1587
H 1.2988 -2.2297 -3.2652
H -0.2784 -2.0235 -4.0554
H 2.3311 -0.5705 -4.8784
H 1.9710 -1.7030 -6.9979
H 0.5506 -2.5148 -6.3374
H 2.2616 -4.5014 -7.1450
H 3.7064 -4.6901 -6.0746
H 3.5128 -3.3189 -7.2738
H 0.4673 0.8776 -5.1447
H 0.8622 0.0296 -6.5638
C 0.1376 -6.1559 -4.1200
C 1.0090 -4.9044 -4.3086
C 1.7771 -4.2028 -3.1052
O 0.8872 -3.6232 -2.1673
C 1.6211 -2.7897 -1.2783
N 1.9934 -5.3171 -5.3422
H 0.5997 -7.0440 -3.6890
H -0.2780 -6.5987 -5.0251
H -0.7022 -5.9270 -3.4639
H 0.4104 -4.1072 -4.7494
H 2.5463 -3.5006 -3.4268
H 2.2177 -5.0236 -2.5393
H 2.3173 -3.4305 -0.7372
H 0.7911 -2.4404 -0.6641
H 2.0487 -1.8969 -1.7345
H 2.3833 -4.4399 -5.6565
H 1.5309 -5.6171 -6.1884
C 0.4775 3.5614 6.6835
C 1.7650 3.1405 6.0616
C 1.5570 2.5281 4.6591
O 1.1841 1.0961 4.8772
C 0.5420 0.4136 3.7522
N 2.6260 4.2531 5.7985
H -0.1601 2.6873 6.8156
H -0.0700 4.3101 6.1110
H 0.6708 4.0509 7.6381
H 2.2960 2.3939 6.6521
H 2.4385 2.4575 4.0218
H 0.7667 3.0164 4.0890
H -0.3599 0.9297 3.4232
H 0.2754 -0.6227 3.9596
H 1.2105 0.3720 2.8923
H 3.4921 3.7762 5.5925
H 2.8398 4.5566 6.7378
C 0.8356 -0.7841 -1.0361
C 0.0945 0.2604 -0.2444
C 0.6886 0.4961 1.2036
O 0.8033 -0.6755 2.0370
C -0.3495 -1.3395 2.4565
N 0.2618 1.5153 -0.9596
H 1.8800 -0.5889 -1.2793
H 0.3579 -1.1055 -1.9616
H 0.7467 -1.6642 -0.3993
H -0.9474 -0.0601 -0.2465
H 0.1379 1.3258 1.6467
H 1.6988 0.8998 1.1349
H -0.0884 -2.3870 2.6070
H -1.1305 -1.2870 1.6979
H -0.7816 -0.8199 3.3117
H -0.1058 1.3887 -1.8917
H -0.5110 2.1211 -0.7229
C 5.6516 1.2585 0.4854
C 4.8769 0.0076 0.0062
C 3.7197 -0.5358 0.8387
O 4.1463 -1.1216 2.0822
C 2.9543 -1.6137 2.7555
N 4.5358 0.4123 -1.3635
H 6.5186 1.4151 -0.1564
H 5.9689 1.0318 1.5033
H 4.9382 2.0811 0.5345
H 5.5336 -0.8615 -0.0320
H 3.0752 -1.1197 0.1816
H 3.1116 0.3378 1.0733
H 2.2157 -0.8278 2.9135
H 3.1759 -2.0077 3.7473
H 2.3061 -2.3183 2.2346
H 4.0038 -0.4138 -1.5975
H 3.7740 1.0721 -1.2975
C -1.4505 -2.4539 -0.8929
C -2.4007 -3.5414 -1.2332
C -1.7723 -4.6761 -1.9786
O -2.6623 -5.8623 -2.0133
C -2.0472 -7.1421 -2.2055
N -2.8068 -4.1339 0.0165
H -0.9295 -2.0058 -1.7390
H -0.6038 -2.8362 -0.3228
H -1.8914 -1.5922 -0.3919
H -3.3311 -3.2701 -1.7320
H -0.8290 -4.8946 -1.4780
H -1.6329 -4.3721 -3.0160
H -2.7541 -7.9718 -2.1991
H -1.5449 -7.3399 -1.2586
H -1.3453 -7.1764 -3.0388
H -3.2341 -4.9933 -0.2980
H -1.9733 -4.3827 0.5298
C -3.5055 1.4166 0.2548
C -2.4727 2.2656 -0.4380
C -2.9882 3.6613 -0.5854
O -4.0804 3.6996 -1.4922
C -4.4239 4.9588 -1.8685
N -1.2558 2.0467 0.3754
H -4.3952 1.4697 -0.3726
H -3.7728 1.7850 1.2452
H -3.1267 0.3995 0.1538
H -2.2751 1.8895 -1.4418
H -2.1419 4.1565 -1.0616
H -3.1566 4.0009 0.4366
H -3.6738 5.5367 -2.4084
H -4.8493 5.5441 -1.0533
H -5.3074 4.8108 -2.4895
H -0.7030 2.8914 0.3440
H -1.4641 2.0134 1.3632
C 0.7202 3.1883 1.9331
C -0.4903 4.0069 2.2276
C -0.0273 5.5021 2.6422
O -1.1194 6.4557 2.9244
C -0.7602 7.7824 3.1396
N -1.1853 4.1228 0.9828
H 1.3233 3.1610 2.8406
H 1.3273 3.6591 1.1598
H 0.4481 2.1472 1.7591
H -1.0420 3.6160 3.0826
H 0.4852 5.9873 1.8115
H 0.7107 5.4860 3.4441
H -0.3091 7.9116 4.1235
H -1.6957 8.3407 3.1725
H -0.1699 8.2594 2.3572
H -0.4806 4.4893 0.3589
H -1.9628 4.7619 1.0675
C -1.2538 2.4329 5.5857
C -2.5186 2.1774 4.6846
C -2.2142 1.3233 3.3978
O -3.4115 1.1889 2.5875
C -3.3580 0.1240 1.6483
N -3.4915 1.4066 5.4284
H -0.8937 1.5614 6.1325
H -1.6357 3.0891 6.3677
H -0.4615 2.9263 5.0226
H -2.9956 3.0623 4.2632
H -1.7306 0.3730 3.6240
H -1.5487 1.7848 2.6683
H -3.3083 -0.8552 2.1245
H -2.5424 0.2516 0.9367
H -4.2893 0.1227 1.0819
H -4.2323 1.1333 4.7985
H -3.9500 2.0808 6.0244
C -1.8462 1.0216 -4.7888
C -1.2883 1.0520 -3.2982
C -1.9547 0.1110 -2.2435
O -3.3750 0.3450 -2.1696
C -4.1611 -0.6446 -1.4817
N 0.1572 0.8958 -3.2990
H -2.9326 0.9599 -4.7250
H -1.5938 0.0946 -5.3037
H -1.6262 1.9348 -5.3417
H -1.5590 2.0534 -2.9635
H -1.4492 0.2566 -1.2888
H -1.8155 -0.9339 -2.5207
H -3.7204 -0.8571 -0.5077
H -4.3690 -1.5791 -2.0029
H -5.1695 -0.2472 -1.3660
H 0.7003 1.5352 -3.8614
H 0.5031 -0.0191 -3.5509
C -2.2702 -2.6116 3.1666
C -1.7914 -4.0156 3.4367
C -0.2773 -4.1089 3.2944
O 0.1249 -3.8659 1.9463
C 1.5740 -4.0348 1.8163
N -2.1067 -4.3126 4.7909
H -2.1035 -2.3968 2.1110
H -1.8446 -1.8534 3.8240
H -3.3595 -2.6181 3.2053
H -2.3130 -4.6836 2.7513
H 0.0512 -5.1172 3.5466
H 0.1971 -3.4699 4.0391
H 1.8970 -3.7603 0.8120
H 1.8763 -5.0702 1.9731
H 1.9938 -3.3637 2.5656
H -3.1137 -4.2397 4.8174
H -1.9801 -5.3033 4.9414

=====

Quick one: least stable of them? 2